P | 12
Properties=species:S:1:pos:R:3:lowdin_charge:R:1 method="wB97M-V/def2-TZVPD" multiplicity=1 homo_lumo_gap_ev=6.22 smiles=[O-]CCCO e_homo_ev=-2.2 total_charge=-1
O -1.892 -0.733 -0.900 -0.339
C -1.287 -0.869 0.268 -0.595
C 0.022 -0.062 0.504 -0.212
C 0.714 0.457 -0.766 -0.282
O 1.469 1.671 -0.600 -0.109
H -1.006 -1.946 0.546 0.064
H -1.934 -0.638 1.179 0.066
H -0.270 0.818 1.095 0.088
H 0.817 -0.559 1.083 0.085
H -0.078 0.564 -1.507 0.095
H 1.478 -0.268 -1.091 0.102
H 1.969 1.567 0.189 0.038

***

Q | 12
Properties=species:S:1:pos:R:3:lowdin_charge:R:1 method="wB97M-V/def2-TZVPD" multiplicity=1 homo_lumo_gap_ev=6.09 smiles=[O-]CCCO e_homo_ev=-2.3 total_charge=-1
O 1.444 -0.733 1.582 -0.343
C 1.240 0.381 0.894 -0.603
C -0.203 0.563 0.347 -0.231
C -0.562 -0.610 -0.532 -0.283
O -1.709 -0.291 -1.368 -0.126
H 1.841 0.500 -0.063 0.071
H 1.424 1.357 1.449 0.070
H -0.919 0.643 1.156 0.091
H -0.277 1.489 -0.243 0.096
H 0.287 -0.848 -1.179 0.105
H -0.799 -1.504 0.028 0.100
H -1.767 -0.947 -2.070 0.053

***

R | 12
Properties=species:S:1:pos:R:3:lowdin_charge:R:1 method="wB97M-V/def2-TZVPD" multiplicity=1 homo_lumo_gap_ev=7.33 smiles=CO[C@H](C)[O-] e_homo_ev=-2.7 total_charge=-1
C -1.043 0.773 -1.385 -0.199
O 0.180 0.478 -0.752 -0.239
C -0.066 -0.169 0.641 -0.691
C 1.346 -0.722 1.005 -0.083
O -1.003 -1.039 0.711 -0.220
H -1.252 1.857 -1.480 0.057
H -1.104 0.350 -2.380 0.051
H -1.785 0.282 -0.733 0.062
H -0.237 0.769 1.241 0.106
H 2.111 0.037 0.822 0.046
H 1.549 -1.518 0.285 0.057
H 1.305 -1.098 2.025 0.052

***

S | 12
Properties=species:S:1:pos:R:3:lowdin_charge:R:1 method="wB97M-V/def2-TZVPD" multiplicity=1 homo_lumo_gap_ev=6.53 e_homo_ev=-2.4 total_charge=-1
C 2.997 0.761 0.500 -0.118
O 3.989 1.508 0.300 -0.128
H 2.368 0.483 -0.314 0.045
H 2.602 0.963 1.625 0.119
H -3.379 -2.465 -1.900 0.002
C -1.431 0.542 0.570 -0.127
C -0.385 -0.255 0.153 -0.521
O 0.654 -0.488 0.920 -0.300
H -2.346 0.632 -0.078 -0.005
H -1.279 1.152 1.397 -0.030
H -0.536 -0.915 -0.743 0.063
H -3.252 -1.918 -2.432 0.001

***

Most stable = R

***

P | 35
Properties=species:S:1:pos:R:3:lowdin_charge:R:1 method="wB97M-V/def2-TZVPD" multiplicity=1 homo_lumo_gap_ev=8.57 e_homo_ev=-5.6 total_charge=-1
Cl -1.058 -0.042 -1.363 -0.352
C 0.253 3.695 -1.702 -0.024
C 1.631 3.231 -1.280 -0.575
O 2.517 4.066 -1.130 -0.002
N 1.727 1.899 -1.127 0.009
C 2.952 1.235 -0.717 -0.049
H -0.590 3.042 -1.472 0.044
H 0.218 3.982 -2.754 0.078
H 0.059 4.627 -1.162 0.073
H 0.866 1.390 -1.298 -0.013
H 3.793 1.911 -0.835 0.079
H 3.015 0.338 -1.333 0.064
H 2.894 0.929 0.331 0.078
C 1.176 -1.300 1.783 -0.004
C 2.119 -1.911 0.753 -0.576
O 3.210 -2.339 1.129 -0.010
N 1.677 -2.090 -0.509 0.007
C 2.591 -2.422 -1.602 -0.074
H 0.991 -2.128 2.478 0.081
H 0.231 -1.004 1.333 0.036
H 1.670 -0.587 2.437 0.077
H 0.818 -1.625 -0.780 0.009
H 3.608 -2.480 -1.231 0.075
H 2.500 -1.676 -2.390 0.072
H 2.250 -3.394 -1.967 0.078
C -2.793 -1.041 1.352 -0.338
S -4.412 -1.344 0.580 0.822
O -4.820 -2.720 1.055 -0.591
C -5.253 -0.031 1.550 -0.276
H -2.070 -1.787 1.039 0.027
H -2.940 -1.101 2.433 0.052
H -2.417 -0.052 1.097 0.001
H -4.573 0.707 1.969 0.040
H -5.820 -0.421 2.401 0.050
H -6.019 0.442 0.933 0.032

***

Q | 35
Properties=species:S:1:pos:R:3:lowdin_charge:R:1 method="wB97M-V/def2-TZVPD" multiplicity=1 homo_lumo_gap_ev=8.26 e_homo_ev=-5.6 total_charge=-1
Cl 0.040 1.103 0.805 -0.503
C -0.246 0.018 -3.409 0.000
C -0.624 -1.378 -2.820 -0.510
O -1.235 -2.249 -3.522 -0.049
N -0.339 -1.681 -1.568 0.003
C -0.644 -2.991 -0.922 -0.044
H -0.967 0.398 -4.133 0.081
H 0.829 0.069 -3.577 0.063
H -0.387 0.767 -2.629 0.050
H -0.281 -0.930 -0.896 0.024
H -0.015 -3.773 -1.348 0.077
H -1.683 -3.258 -1.114 0.079
H -0.406 -2.773 0.119 0.067
C -3.106 -0.392 2.894 -0.032
C -2.318 -1.438 3.525 -0.592
O -2.850 -2.142 4.378 0.008
N -1.057 -1.531 3.027 0.016
C 0.066 -2.347 3.543 -0.062
H -2.564 0.380 2.348 0.046
H -3.495 0.126 3.771 0.087
H -3.939 -0.654 2.243 0.088
H -0.815 -0.939 2.246 0.014
H 0.850 -1.598 3.660 0.073
H 0.469 -3.085 2.850 0.067
H -0.117 -2.705 4.557 0.078
C 3.012 4.176 -0.400 -0.265
S 3.112 3.729 -2.193 0.828
O 2.145 4.686 -2.893 -0.618
C 2.031 2.203 -2.132 -0.279
H 3.318 3.253 0.093 0.034
H 2.005 4.218 0.015 0.055
H 3.710 4.975 -0.149 0.038
H 1.811 1.930 -3.164 0.026
H 1.117 2.424 -1.582 0.005
H 2.574 1.407 -1.622 0.046

***

Most stable = P

***

P | 12
Properties=species:S:1:pos:R:3:lowdin_charge:R:1 method="wB97M-V/def2-TZVPD" multiplicity=1 homo_lumo_gap_ev=7.23 e_homo_ev=-3.8 total_charge=-1
C -3.533 0.057 0.007 -0.536
C -0.941 -0.780 -0.075 -0.041
N 0.087 -0.118 0.428 -0.349
N 3.118 0.292 -0.538 -0.102
O -3.413 0.496 -1.079 0.110
O 1.136 -0.583 1.073 -0.291
O -3.867 -0.301 1.031 0.175
H -0.735 -1.839 0.127 -0.010
H -0.036 0.936 0.333 0.126
H 2.132 -0.038 0.050 0.008
H 3.409 1.071 0.012 -0.079
H 2.643 0.808 -1.369 -0.011

***

Q | 12
Properties=species:S:1:pos:R:3:lowdin_charge:R:1 method="wB97M-V/def2-TZVPD" multiplicity=1 homo_lumo_gap_ev=8.16 e_homo_ev=-4.0 total_charge=-1
C -0.460 0.762 -1.652 -0.422
N -1.020 2.049 -1.512 0.081
O -0.702 -0.056 -2.497 -0.010
H 0.278 0.479 -0.866 0.090
H -0.679 2.744 -0.833 0.088
H -1.892 2.203 -2.022 0.077
N 1.125 -1.851 1.967 0.077
C 0.506 -0.932 1.103 -0.848
O 0.861 0.262 1.260 -0.124
O -0.335 -1.397 0.259 -0.117
H 1.601 -1.494 2.777 0.054
H 0.717 -2.768 2.014 0.055

***

Most stable = Q

***

P | 10
Properties=species:S:1:pos:R:3:lowdin_charge:R:1 method="wB97M-V/def2-TZVPD" multiplicity=1 homo_lumo_gap_ev=9.14 smiles="C/C=N/C(=O)I" e_homo_ev=-9.5
C -1.651 -0.284 0.222 -0.058
C -0.306 -0.283 -0.419 -0.177
N 0.601 0.437 0.084 0.049
C 1.875 0.867 0.027 -0.905
O 2.312 1.936 -0.170 0.039
I 3.255 -0.847 0.171 0.673
H -1.616 0.691 0.780 0.109
H -1.716 -0.931 0.999 0.042
H -2.466 -0.505 -0.433 0.074
H -0.288 -1.080 -1.260 0.153

***

Q | 10
Properties=species:S:1:pos:R:3:lowdin_charge:R:1 method="wB97M-V/def2-TZVPD" multiplicity=1 homo_lumo_gap_ev=9.05 smiles="C=CC(=O)NI" e_homo_ev=-9.1
C 1.705 -0.516 -0.533 0.070
C 0.788 0.211 0.020 -0.142
C -0.479 -0.381 0.298 -0.608
O -0.773 -1.538 0.277 0.054
N -1.420 0.785 0.282 -0.464
I -3.372 0.282 -0.067 0.788
H 2.673 -0.219 -0.727 0.048
H 1.423 -1.542 -0.682 0.080
H 0.795 1.342 0.208 0.137
H -1.339 1.576 0.923 0.036

***

Most stable = P